Entry 1:
The following is a quantum chemistry calculation of the molecule C12H12N2O, from OMol25.

- E_LUMO: -0.0101 Eh
- HOMO level: -7.983 eV
- Kohn-Sham gap: 0.2832 hartree
- Energy above the lowest of the compared OMol25 structures with the same formula, charge and spin: 135.26 kcal per mole

Positions of all 27 atoms, in Å:
C: 3.1247 -1.8542 -0.8117
C: 2.5572 -1.5161 0.5926
C: 1.0612 -1.2411 0.4205
C: 0.0246 -2.1603 0.2796
C: -1.2306 -1.9874 0.0943
C: -1.9005 -0.8229 0.1629
N: -3.2368 -0.5765 0.0905
C: -4.1341 -1.6524 -0.1554
C: -5.3732 -1.1165 -0.1525
N: -5.3267 0.2404 0.1138
C: -4.0866 0.5653 0.2351
C: -0.8214 0.3706 0.1211
O: -1.4266 1.5904 -0.0614
C: -0.5727 2.5970 -0.3883
C: 0.5317 0.0308 0.2952
H: 2.9731 -1.0212 -1.4389
H: 2.3924 -2.6156 -1.3153
H: 4.0417 -2.2859 -0.6573
H: 2.9389 -0.5991 0.9495
H: 2.6415 -2.3580 1.1574
H: -3.8602 -2.6322 -0.5247
H: -6.2481 -1.5924 -0.5584
H: -3.8522 1.5076 0.8274
H: -0.0635 3.0143 0.5050
H: -1.0713 3.5189 -0.6974
H: 0.0565 2.2686 -1.1505
H: 1.1020 0.8974 0.6286

=====

Entry 2:
The following is a quantum chemistry calculation of a structure of composition C26H32IrN6O3S2, from OMol25.

- Multiplicity: 2
- Charge: +2
- E_LUMO (alpha / beta): -0.3190 / -0.3189 Eh
- HOMO level (alpha / beta): -12.783 / -13.768 eV
- Kohn-Sham gap (alpha / beta): 0.1508 / 0.1870 hartree
- Energy above the lowest of the compared OMol25 structures with the same formula, charge and spin: 52.59 kcal per mole

Positions of all 70 atoms, in Å:
Ir: -0.0795 -0.8824 -0.9451
C: 1.1507 -3.0213 0.9389
N: 0.4620 -1.7249 1.1227
C: 1.3578 -0.8576 1.8974
C: -0.8280 -1.8909 1.8089
C: -1.9127 -2.3110 0.8402
N: -2.1851 -1.1856 -0.1113
C: -3.0185 -1.6103 -1.2814
C: -3.0546 -0.2335 0.5931
H: 1.4200 -3.4405 1.9139
H: 2.0635 -2.8602 0.3669
H: 0.5084 -3.7238 0.4144
H: 1.6299 -1.3234 2.8499
H: 0.8708 0.0974 2.1016
H: 2.2706 -0.6755 1.3308
H: -1.0803 -0.9141 2.2277
H: -0.7479 -2.5872 2.6499
H: -2.8183 -2.5547 1.4054
H: -1.6418 -3.1982 0.2766
H: -4.0539 -1.7512 -0.9604
H: -2.6800 -2.5316 -1.7239
H: -2.9842 -0.8246 -2.0342
H: -3.9393 -0.7589 0.9620
H: -3.4032 0.5318 -0.0978
H: -2.5626 0.2058 1.4578
S: 6.6702 2.4497 -1.1724
N: 6.2047 1.0017 -1.6943
C: 4.8984 0.9262 -1.4955
C: 4.0496 -0.1958 -1.8414
C: 4.4925 -1.3199 -2.5394
C: 3.5644 -2.2832 -2.8589
C: 2.2450 -2.1413 -2.4391
N: 1.8158 -1.0916 -1.7425
C: 2.7058 -0.1098 -1.4864
C: 2.1354 1.0931 -0.9289
N: 0.7858 1.0919 -0.7812
C: 0.2391 2.2701 -0.5033
C: 0.9484 3.4305 -0.2221
C: 2.3243 3.4021 -0.2702
C: 2.9298 2.2158 -0.6758
C: 4.3537 2.0949 -0.9154
N: 5.2547 3.0376 -0.6850
H: 5.5304 -1.3957 -2.8346
H: 3.8349 -3.1581 -3.4328
H: 1.5000 -2.8745 -2.6727
H: -0.8306 2.3160 -0.5797
H: 0.4093 4.3400 0.0043
H: 2.9311 4.2744 -0.0672
C: 0.4067 -5.0043 -2.9402
S: -0.8857 -4.1706 -2.0689
O: -0.9443 -4.7718 -0.7544
O: -2.0606 -4.2496 -2.8865
O: -0.4395 -2.7121 -1.9710
H: 0.0728 -6.0368 -3.0218
H: 1.3311 -4.9708 -2.3675
H: 0.5148 -4.5781 -3.9356
C: -1.9539 2.3830 1.3173
C: -2.5603 3.4137 1.9685
C: -3.7333 4.0269 1.4121
C: -4.3617 5.0328 2.0891
C: -3.8311 5.4652 3.3136
C: -2.6876 4.8889 3.8881
C: -2.0497 3.8789 3.2269
H: -1.0766 1.9005 1.7316
H: -2.3210 2.0233 0.3751
H: -4.1056 3.6837 0.4546
H: -5.2545 5.4960 1.6937
H: -4.3198 6.2809 3.8333
H: -2.3245 5.2459 4.8414
H: -1.1521 3.4274 3.6311

=====

Entry 3:
The following is a quantum chemistry calculation of the ion C5H9N with charge -1, from OMol25.

- Multiplicity: 2
- Charge: -1
- E_LUMO (alpha / beta): 0.1534 / 0.1526 Eh
- HOMO level (alpha / beta): -0.666 / -1.062 eV
- Kohn-Sham gap (alpha / beta): 0.1779 / 0.1916 hartree
- Energy above the lowest of the compared OMol25 structures with the same formula, charge and spin: 59.12 kcal per mole

Positions of all 15 atoms, in Å:
C: 1.2745 0.8340 -1.6694
N: 0.3827 1.1031 1.2851
C: 0.1311 -0.0366 0.5467
C: 0.4162 -0.1184 -0.7988
C: -1.8764 -1.5149 0.6574
C: -0.6999 -1.0567 1.3614
H: 1.3818 0.4204 -2.7208
H: 0.5758 1.6985 -2.0073
H: 2.3331 1.1203 -1.5055
H: 1.2019 1.7102 1.2889
H: -0.1726 1.5133 1.9722
H: -0.2047 -0.8976 -1.2740
H: -1.6586 -1.9695 -0.2867
H: -2.9419 -1.3276 0.8395
H: -0.1430 -1.4785 2.3113

=====

Entry 4:
The following is a quantum chemistry calculation of a cluster of 2 separate species, C4H11S2 in total, from OMol25.

- Multiplicity: 2
- E_LUMO (alpha / beta): 0.0314 / -0.0835 Eh
- HOMO level (alpha / beta): -8.188 / -8.187 eV
- Kohn-Sham gap (alpha / beta): 0.3323 / 0.2173 hartree
- Energy above the lowest of the compared OMol25 structures with the same formula, charge and spin: 36.09 kcal per mole

Positions of all 17 atoms, in Å:
C: -0.3307 1.2525 -1.7203
S: -2.1048 0.7712 -1.5598
C: -2.2633 -1.0391 -1.3983
H: -0.2489 1.8709 -0.7305
H: -0.0588 1.6766 -2.7121
H: 0.3257 0.3596 -1.4594
H: -2.4437 -1.2539 -2.4157
H: -1.2621 -1.2304 -0.9630
H: -2.9636 -1.4655 -0.6714
C: 1.8176 -0.0466 2.3549
C: 1.1299 -0.0417 1.0221
S: 0.1469 -1.6166 0.8778
H: 2.4270 -0.9599 2.5369
H: 0.9531 0.0380 3.1741
H: 2.5436 0.8039 2.4240
H: 1.8073 -0.0097 0.2123
H: 0.5249 0.8908 1.0285

=====

Entry 5:
The following is a quantum chemistry calculation of the molecule C3H2BrF3, from OMol25.

- E_LUMO (alpha / beta): -0.0135 / -0.0141 Eh
- HOMO level (alpha / beta): -8.738 / -8.978 eV
- Kohn-Sham gap (alpha / beta): 0.3077 / 0.3158 hartree
- Energy above the lowest of the compared OMol25 structures with the same formula, charge and spin: 91.23 kcal per mole

Positions of all 9 atoms, in Å:
F: -1.4141 -0.1443 -0.9142
C: -0.1994 -0.6862 -1.0088
C: 0.6884 -0.0076 -0.0410
F: 1.7382 -0.6657 0.3946
C: -0.1688 0.7402 1.3425
F: 0.7289 0.7607 2.3087
Br: -1.2714 2.2237 1.1183
H: 0.1608 -0.4014 -2.0480
H: -0.2626 -1.8194 -1.1521

=====

Entry 6:
The following is a quantum chemistry calculation of a cluster of 11 separate species, C14H50N10O11 in total, from OMol25.

- E_LUMO: -0.0067 Eh
- HOMO level: -8.466 eV
- Kohn-Sham gap: 0.3045 hartree
- Energy above the lowest of the compared OMol25 structures with the same formula, charge and spin: 213.61 kcal per mole

Positions of all 85 atoms, in Å:
N: -25.8700 15.4600 6.8560
C: -27.0330 14.8950 6.8720
N: -26.9780 13.5810 6.6900
O: -28.1980 15.6980 7.0840
H: -25.8320 16.4920 6.8230
H: -24.9870 14.9290 6.7480
H: -27.9200 13.1480 6.6910
H: -26.2260 12.9570 6.6870
N: -28.9910 6.9310 8.4340
C: -29.5400 7.6540 9.3820
N: -28.6170 8.3080 10.1290
O: -30.8610 7.8500 9.6860
H: -28.1010 7.1330 7.9090
H: -29.7480 6.6610 7.7960
H: -28.9350 8.9740 10.8240
H: -27.6200 8.2960 9.8610
N: -22.6640 10.7590 9.4880
C: -23.4690 11.1430 10.3740
N: -24.3470 12.0190 10.0040
O: -23.3260 10.7770 11.7270
H: -22.0710 9.9950 9.8360
H: -22.2000 11.4240 8.8000
H: -24.8930 12.5090 10.7320
H: -24.6120 12.1680 8.9870
N: -29.3440 12.5890 6.5970
C: -29.4130 11.5540 5.7950
N: -29.6470 11.8760 4.5670
O: -29.1500 10.2280 6.1220
H: -29.2930 12.3020 7.5610
H: -29.7720 13.5440 6.3960
H: -29.8070 11.1170 3.9000
H: -29.7030 12.8790 4.2550
N: -26.0950 9.8040 6.4480
C: -25.0580 10.2610 7.1430
N: -24.3980 9.3760 7.8310
O: -24.7750 11.6280 7.3230
H: -26.6240 10.4680 5.9280
H: -26.4410 8.8350 6.4240
H: -23.6540 9.8130 8.4740
H: -24.2340 8.4100 7.5270
C: -25.6920 8.8990 11.8280
C: -25.1150 8.0600 10.6740
O: -25.8370 7.9350 9.5060
H: -25.8250 9.9180 11.5810
H: -25.0660 8.8590 12.6920
H: -26.7520 8.6660 11.9650
H: -24.8360 7.0790 11.1620
H: -24.1350 8.4320 10.4850
H: -25.4640 8.6250 8.8750
C: -22.9180 16.5910 8.6840
C: -23.4190 15.3000 9.2410
O: -24.8440 15.2460 9.3270
H: -23.5490 17.0070 7.8550
H: -21.9080 16.5120 8.2480
H: -22.9270 17.4020 9.3360
H: -23.0580 15.1300 10.2700
H: -23.0650 14.4450 8.6890
H: -25.2800 15.4060 8.4800
C: -27.7620 12.9230 9.6750
C: -27.8350 11.5310 9.1210
O: -29.1490 11.0080 9.0730
H: -28.1620 13.0540 10.6960
H: -28.4090 13.6460 9.1480
H: -26.7260 13.2420 9.6110
H: -27.1970 10.8440 9.6730
H: -27.4500 11.4130 8.1780
H: -29.1090 10.1140 8.6000
C: -31.3860 7.8420 6.6210
O: -30.6480 6.6750 6.1240
H: -30.8190 8.3940 7.3580
H: -32.3330 7.5620 7.1450
H: -31.5580 8.4940 5.7770
H: -30.4210 6.9080 5.2030
C: -26.3480 14.4760 12.2780
O: -25.1030 14.0010 11.7480
H: -26.9320 13.7280 12.8950
H: -26.9300 14.7970 11.4610
H: -26.1150 15.3380 12.8720
H: -24.7730 14.6260 11.0300
C: -28.4490 11.2300 12.8450
O: -28.8320 10.3940 11.7970
H: -28.8340 12.2820 12.6340
H: -27.3540 11.2940 12.9630
H: -28.9040 10.8990 13.7650
H: -28.6830 10.8280 10.9470

=====

Entry 7:
The following is a quantum chemistry calculation of a structure of composition C21H35BFN3O3S, from OMol25.

- E_LUMO: -0.0119 Eh
- HOMO level: -8.446 eV
- Kohn-Sham gap: 0.2985 hartree

Positions of all 65 atoms, in Å:
C: -0.6467 2.7095 3.3040
C: -2.0827 3.0032 2.8516
C: -3.0175 1.8001 2.9216
C: -2.4353 0.5152 2.3340
C: -3.5534 -0.4262 1.8610
C: -3.1041 -1.8647 1.6542
C: -1.9554 -2.0194 0.6611
C: -1.2577 -3.3820 0.7672
C: 0.2607 -3.3282 0.5563
C: 0.7310 -2.4395 -0.5631
C: 1.7041 -1.4969 -0.4329
C: 2.3866 -1.3304 0.9060
C: 1.5606 -0.5900 1.9909
C: 2.2900 0.5456 2.6830
F: 2.9628 0.0497 3.8024
C: 2.1345 -0.6833 -1.5463
B: 3.2687 0.4005 -1.3600
N: 3.0512 1.5287 -0.4467
O: 4.4541 0.2680 -2.0246
C: 1.5734 -0.8329 -2.7764
O: 1.9637 -0.1149 -3.8824
C: 1.6478 1.2619 -3.8738
C: 0.1725 1.6184 -3.7571
C: 0.0410 3.1053 -4.1173
O: -0.6473 0.8130 -4.5713
C: 0.5670 -1.8116 -2.9610
N: -0.0452 -2.1251 -4.1061
S: -1.0546 -3.3070 -3.7669
N: -0.7838 -3.5036 -2.1976
C: 0.1502 -2.6036 -1.8551
H: -0.6121 1.9293 4.0614
H: -0.2049 3.6001 3.7484
H: -0.0211 2.4428 2.4538
H: -2.4855 3.7862 3.4961
H: -2.0849 3.4216 1.8452
H: -3.9169 2.0379 2.3504
H: -3.3189 1.6086 3.9520
H: -1.8349 -0.0184 3.0732
H: -1.8051 0.7455 1.4732
H: -4.3362 -0.4125 2.6217
H: -3.9581 -0.0202 0.9319
H: -3.9520 -2.4444 1.2815
H: -2.8337 -2.3071 2.6156
H: -1.2140 -1.2395 0.8384
H: -2.3669 -1.9240 -0.3434
H: -1.4188 -3.7684 1.7758
H: -1.7215 -4.1007 0.0995
H: 0.6016 -4.3434 0.3331
H: 0.7190 -3.0564 1.5023
H: 2.5787 -2.3385 1.2679
H: 3.3675 -0.8650 0.8155
H: 0.6107 -0.2392 1.5867
H: 1.3318 -1.2962 2.7879
H: 1.5921 1.3064 3.0359
H: 3.0318 1.0296 2.0497
H: 2.8594 2.4001 -0.9318
H: 2.2160 1.3518 0.1017
H: 4.8316 1.1210 -2.2642
H: 2.0226 1.6455 -4.8246
H: 2.1823 1.8022 -3.0869
H: -0.1690 1.5088 -2.7260
H: 0.9531 3.6394 -3.8427
H: -0.8057 3.5706 -3.6255
H: -0.0425 3.1940 -5.1986
H: -0.1316 0.4728 -5.3097

=====

Entry 8:
The following is a quantum chemistry calculation of a structure of composition C16H25Cl2NO2Pd, from OMol25.

- Multiplicity: 5
- Charge: -2
- E_LUMO (alpha / beta): 0.2004 / 0.1783 Eh
- HOMO level (alpha / beta): 0.041 / -1.149 eV
- Kohn-Sham gap (alpha / beta): 0.1989 / 0.2206 hartree

Positions of all 47 atoms, in Å:
C: 0.2615 -1.2204 -2.2309
C: 1.2186 -0.2668 -2.6850
C: 0.5247 0.9637 -2.9017
C: 2.6773 -0.4712 -2.7898
C: -0.8686 0.7263 -2.7164
C: -1.0365 -0.6252 -2.3203
C: -2.3154 -1.2537 -1.9418
C: 0.5586 -2.5229 -1.6144
C: 1.1663 2.2661 -3.1566
C: -1.9492 1.7198 -2.8143
Pd: 0.7051 0.0459 0.8484
Cl: 2.4220 1.3693 0.0774
Cl: 2.2374 -1.6486 1.3657
O: -0.9660 1.1158 0.3269
H: 3.0043 -1.3217 -2.1811
H: 3.2255 0.4226 -2.4705
H: 2.9568 -0.6716 -3.8301
H: 1.9787 2.4452 -2.4278
H: 0.4239 3.0710 -3.0648
H: 1.5907 2.3025 -4.1745
H: -1.5544 2.6751 -3.1630
H: -2.4384 1.8727 -1.8434
H: -2.7107 1.3837 -3.5272
H: -3.0553 -0.4838 -1.6816
H: -2.2138 -1.9288 -1.0807
H: -2.7351 -1.8389 -2.7790
H: 1.4849 -2.4647 -1.0222
H: 0.6632 -3.3293 -2.3617
H: -0.2334 -2.7862 -0.8995
H: -0.9471 1.8857 0.9219
O: -1.0793 -1.3281 1.2067
H: -1.5165 -0.4342 1.0896
C: -0.0008 -1.1049 3.6905
C: 0.3552 0.2469 3.7877
C: 0.4150 1.1613 4.9022
C: 0.6407 2.4440 4.3955
C: 0.7540 2.3255 2.9772
C: 0.8474 3.4362 2.0253
N: 0.6435 1.0035 2.6567
H: 0.7618 -1.7990 3.3374
H: -0.8453 -1.4005 2.1862
H: -0.7741 -1.4300 4.3869
H: 0.2665 0.8537 5.9218
H: 0.7050 3.3864 4.9262
H: 1.2115 4.3195 2.5613
H: 1.5122 3.1680 1.1913
H: -0.1520 3.7010 1.6348

=====

Quick rundown of total energy, same order as above: -649.00180, -2464.33384, -250.48960, -955.25921, -2988.95597, -1938.49497, -1734.15225, -1878.09293 a.u.